Below is C2H4S3 as an isolated structure in a non-equilibrium geometry, with properties calculated with ωB97M-V with the def2-TZVPD basis set.

LUMO = 0.1 eV
Gap between HOMO and LUMO = 8.48 eV
Energy relative to the best compared isomer or geometry (same formula, charge and spin) = 2.1600 eV
HOMO level = -0.307 Ha

Structure (XYZ):
```
9
Properties=species:S:1:pos:R:3:forces:R:3:lowdin_charge:R:1
C 0.5173 0.1590 0.0845 -4.11 -1.56 0.85 -1.49
C -1.1695 -0.7896 0.1270 4.95 2.43 -1.56 0.00
S 1.6940 -0.4636 -0.9669 1.23 -0.62 -2.15 0.48
S 1.8346 -0.5842 1.0494 0.09 0.12 1.13 0.47
S 0.1199 1.9095 0.0780 -1.89 -0.91 1.96 0.72
H -1.6043 0.1007 0.3636 -2.29 1.81 0.60 -0.04
H -1.1302 -1.4670 0.9026 0.10 -1.66 1.24 0.02
H -1.2795 -1.0749 -0.8986 -0.24 -0.47 -0.19 0.05
H 1.0177 2.2101 -0.7396 2.15 0.85 -1.86 -0.20
```
Positions in Å, forces in eV/Å.

Below is one molecule with the formula C2H4S3 in a non-equilibrium geometry, with properties calculated with ωB97M-V with the def2-TZVPD basis set.

LUMO = 0.7 eV
Gap between HOMO and LUMO = 9.81 eV
Energy relative to the best compared isomer or geometry (same formula, charge and spin) = 1.1024 eV
HOMO level = -0.336 Ha
SMILES = S[C@H]1S[C@@H]1S

Structure (XYZ):
```
9
Properties=species:S:1:pos:R:3:forces:R:3:lowdin_charge:R:1
S 2.0411 0.5314 0.1026 0.14 -1.11 -0.93 0.71
C 0.5093 -0.3021 -0.4320 2.43 0.48 0.64 -1.01
S -0.1455 -1.8618 0.1608 0.10 -0.82 0.27 0.82
C -0.6079 -0.1635 0.4116 -3.04 0.66 0.21 -1.01
S -2.2894 0.4820 -0.0370 0.88 -1.17 -0.79 0.71
H 2.6250 -0.0240 -1.0115 0.23 0.61 0.90 -0.11
H 0.5620 -0.2356 -1.4546 -0.98 0.26 -2.26 0.02
H -0.3383 0.1737 1.3680 0.10 0.49 1.30 0.04
H -2.3563 1.4000 0.8920 0.14 0.60 0.67 -0.18
```
Positions in Å, forces in eV/Å.

Below is one molecule with the formula C2H4Si in a non-equilibrium geometry, with properties calculated with ωB97M-V with the def2-TZVPD basis set.

LUMO (spin up / spin down) = -0.6 / -0.4 eV
Gap between HOMO and LUMO (spin up / spin down) = 7.87 / 7.39 eV
Energy relative to the best compared isomer or geometry (same formula, charge and spin) = 2.4138 eV
HOMO level (spin up / spin down) = -0.311 / -0.286 Ha

Structure (XYZ):
```
7
Properties=species:S:1:pos:R:3:forces:R:3:lowdin_charge:R:1
C 1.2269 -0.0408 0.3989 1.16 -0.30 1.89 -0.05
C 0.5551 0.2930 -0.6124 -0.28 0.60 -1.67 -0.51
Si -1.2634 -0.0511 -0.1707 -0.45 -1.97 1.04 0.70
H 2.2796 -0.0205 0.7951 -1.49 -0.19 -0.34 0.06
H 0.8968 0.6645 -1.5723 -0.19 0.11 -0.13 0.04
H -1.6395 -1.5261 0.3061 0.74 1.27 -0.71 -0.10
H -2.0555 0.6810 0.8553 0.52 0.48 -0.07 -0.14
```
Positions in Å, forces in eV/Å.

Below is C2H4Tm as an isolated structure in a non-equilibrium geometry, with properties calculated with ωB97M-V with the def2-TZVPD basis set.

LUMO (spin up / spin down) = 0.1 / -0.9 eV
Gap between HOMO and LUMO (spin up / spin down) = 6.08 / 6.43 eV
HOMO level (spin up / spin down) = -0.221 / -0.270 Ha
Spin multiplicity = 4

Structure (XYZ):
```
7
Properties=species:S:1:pos:R:3:forces:R:3:lowdin_charge:R:1
C 0.2158 -0.5906 -2.0738 -1.51 -0.19 -0.09 -0.36
C -0.1649 0.3306 -1.1229 0.80 -0.26 -0.03 -0.44
H 0.1149 -1.6693 -1.8789 0.33 0.34 0.16 -0.01
H 0.0773 -0.3935 -3.1504 0.59 0.20 0.38 0.02
H -0.1539 1.3648 -1.5149 -0.16 -0.28 0.02 -0.03
Tm -0.8277 -0.1564 1.2031 0.23 0.05 -0.64 0.71
H 2.1381 -0.9388 -2.6403 -0.27 0.15 0.21 0.11
```
Positions in Å, forces in eV/Å.

Below is a 22-piece molecular cluster, C2H51BINO23P overall in a non-equilibrium geometry, with properties calculated with ωB97M-V with the def2-TZVPD basis set.

LUMO = 1.5 eV
Gap between HOMO and LUMO = 5.20 eV
Energy relative to the best compared isomer or geometry (same formula, charge and spin) = 0.0000 eV
Total charge = -1
HOMO level = -0.134 Ha

Structure (XYZ):
```
80
Properties=species:S:1:pos:R:3:forces:R:3:lowdin_charge:R:1
C 2.3648 0.9361 -0.2457 0.59 0.23 -0.11 -0.17
N 2.0936 0.3412 -1.5528 -0.32 0.66 0.18 -0.13
C 0.6525 0.3542 -1.9013 -0.28 -0.42 0.15 -0.34
B -0.3448 -0.1305 -0.6908 0.39 0.24 -0.49 -1.13
I -2.0534 -1.2957 -1.6489 -0.33 -0.19 -0.11 0.65
P -1.0417 1.3401 0.3749 0.14 0.77 0.77 0.77
O -1.1299 2.6782 -0.6674 -0.65 -0.60 -0.20 -0.38
O -2.6949 1.0177 0.6269 0.42 0.18 -0.45 -0.42
H 1.7817 1.8486 -0.0417 -0.13 -0.14 0.11 0.06
H 2.2358 0.2235 0.5694 -0.30 0.05 -0.01 0.06
H 3.4201 1.2412 -0.2249 -0.04 -0.10 -0.01 0.05
H 2.5486 0.9633 -2.2140 0.13 -0.46 -0.11 0.05
H 0.3389 1.3310 -2.3093 0.13 0.01 0.07 0.08
H 0.5180 -0.3586 -2.7200 0.07 0.07 -0.02 0.05
H 0.2355 -0.8522 0.0663 -0.20 -0.32 0.09 0.00
H -1.5326 2.3704 -1.4971 0.25 0.03 -0.10 0.02
H -3.1184 1.8826 0.7152 -0.11 -0.10 0.24 -0.01
O -5.0321 3.1938 1.5991 0.04 0.08 0.01 -0.05
H -5.1066 2.6349 2.3802 -0.05 -0.04 -0.01 0.00
H -5.9386 3.4415 1.3935 0.01 -0.04 -0.04 0.04
O -6.2768 1.6971 3.9409 -0.11 0.35 0.51 -0.05
H -5.7448 1.6581 4.7444 0.13 -0.15 -0.10 0.07
H -7.1542 1.3982 4.2126 0.02 -0.19 -0.20 0.07
O 4.3449 1.0568 -3.4017 0.93 0.28 0.42 -0.06
H 4.6416 0.1820 -3.6932 -0.48 -0.14 -0.19 0.02
H 4.8565 1.6786 -3.9319 -0.49 0.05 -0.41 0.02
O -7.5329 0.2263 1.8588 0.12 0.15 -0.03 -0.07
H -6.8280 0.8347 2.1090 0.04 -0.15 -0.08 -0.01
H -7.1868 -0.2424 1.0853 -0.19 -0.12 -0.04 0.02
O 7.1944 1.0210 -2.6416 0.25 0.12 0.03 -0.06
H 7.4876 1.2787 -1.7624 -0.07 0.08 0.01 0.04
H 6.2410 1.2127 -2.6387 -0.17 -0.23 0.06 0.01
O 4.1399 -1.6253 -4.4876 0.24 -0.04 0.00 -0.03
H 4.2904 -2.3543 -3.8769 -0.16 0.03 0.05 0.05
H 4.4673 -1.9359 -5.3373 -0.02 0.05 0.00 0.04
O 8.0230 1.4153 -5.6153 0.05 0.15 -0.05 -0.06
H 7.9567 1.7702 -4.7197 -0.12 -0.12 0.06 0.02
H 8.3207 0.5091 -5.4730 0.01 -0.07 0.03 0.01
O -7.2490 4.4077 5.1341 0.03 -0.02 0.05 -0.06
H -6.9448 3.5636 4.7791 0.02 0.06 -0.17 -0.01
H -6.7456 5.0635 4.6418 -0.01 0.00 0.01 0.04
O -7.1180 -2.2843 0.2226 -0.15 0.43 -0.04 -0.06
H -6.5623 -2.3387 1.0062 0.09 -0.16 -0.06 0.04
H -7.9849 -2.5805 0.5351 0.24 -0.17 0.03 0.01
O -8.5903 -4.1415 1.8037 -0.12 -0.11 0.14 -0.05
H -8.7810 -5.0620 1.6039 0.00 0.03 -0.08 0.05
H -8.0683 -4.1730 2.6162 -0.06 0.04 0.13 0.01
O 4.3903 2.1417 -6.1793 0.09 -0.18 0.11 -0.06
H 5.3212 2.0046 -6.3977 0.01 0.16 -0.13 0.00
H 3.9973 2.4097 -7.0133 -0.01 0.04 0.03 0.03
O -0.2183 -0.9522 2.8343 0.04 -0.13 0.28 -0.08
H -0.3097 -1.4431 3.6591 -0.09 -0.03 0.02 -0.01
H -1.1167 -0.6932 2.6000 0.08 0.07 -0.16 0.02
O -0.5042 -3.4248 4.5650 0.20 -0.13 -0.16 -0.06
H -0.3079 -4.1356 5.1843 -0.22 0.10 0.17 0.01
H -0.2003 -3.7449 3.7076 -0.06 0.12 -0.05 0.05
O -0.8932 -3.9615 7.4547 0.06 0.03 0.12 -0.07
H -1.5544 -3.7657 8.1235 -0.05 -0.04 -0.06 0.04
H -0.2292 -3.2632 7.5524 0.12 -0.08 -0.05 0.01
O -7.3783 -4.6222 4.5524 0.00 -0.14 0.00 -0.04
H -7.3221 -4.2510 5.4377 -0.02 0.10 -0.05 0.05
H -6.9958 -5.5020 4.6300 0.05 0.03 -0.03 0.05
O 0.4550 -3.8544 -2.1492 0.08 0.00 0.12 -0.12
H 1.0604 -3.8696 -1.4024 0.02 0.07 -0.01 0.02
H -0.0799 -3.0573 -1.9856 -0.09 -0.10 -0.14 -0.09
O 6.5907 3.0920 -7.7767 0.15 0.14 -0.26 -0.05
H 7.5476 3.0748 -7.6654 -0.04 -0.19 0.19 0.03
H 6.4380 3.6508 -8.5446 -0.03 0.01 0.03 0.04
O 1.8131 -2.9250 7.6870 0.08 0.02 -0.02 -0.05
H 2.1144 -3.7993 7.4189 -0.05 -0.02 0.03 0.05
H 2.3086 -2.3170 7.1279 -0.10 0.04 -0.02 0.05
O -3.2637 3.9260 -2.8624 -0.01 0.11 0.11 -0.06
H -2.7323 3.9995 -2.0597 0.03 0.00 0.01 0.01
H -4.1153 3.6052 -2.5503 0.04 -0.09 -0.01 0.03
O 5.3139 3.3517 0.0585 0.11 0.13 0.06 -0.06
H 4.3964 3.6328 -0.0296 -0.03 -0.15 -0.09 0.03
H 5.4844 3.3904 1.0042 -0.04 -0.04 0.00 0.03
O 9.3792 -1.1584 -4.2736 0.10 0.02 0.04 -0.05
H 9.2659 -0.7963 -3.3878 -0.20 0.08 -0.04 0.03
H 9.6726 -2.0631 -4.1333 -0.03 0.00 -0.06 0.04
```
Positions in Å, forces in eV/Å.

Below is a 2-piece molecular cluster, C2H5BCl2O2 overall in a non-equilibrium geometry, with properties calculated with ωB97M-V with the def2-TZVPD basis set.

LUMO = -0.5 eV
Gap between HOMO and LUMO = 8.51 eV
Energy relative to the best compared isomer or geometry (same formula, charge and spin) = 1.4529 eV
HOMO level = -0.331 Ha

Structure (XYZ):
```
12
Properties=species:S:1:pos:R:3:forces:R:3:lowdin_charge:R:1
B -2.8126 0.1652 0.3603 0.86 0.07 -1.05 -1.12
C 1.6223 0.0927 -0.2779 0.06 0.36 -0.30 -0.21
C 0.3839 0.6787 0.2655 0.23 -0.53 1.27 -0.64
O -2.1182 -0.0727 1.4524 0.01 -0.16 1.02 0.12
O -4.1371 0.0965 0.2483 -1.04 -0.11 0.44 0.15
Cl 0.4401 2.3568 0.3728 0.19 0.44 -0.11 0.67
Cl -1.8618 0.5529 -1.1586 -0.47 0.01 -0.68 0.68
H 1.3762 -0.6965 -0.9833 -0.06 -0.18 -0.05 0.08
H 2.3441 0.7907 -0.7040 0.03 -0.01 -0.09 0.06
H 2.0727 -0.4106 0.5874 -0.06 -0.02 0.00 0.10
H -1.1479 0.0453 1.3117 0.12 0.07 -0.33 0.03
H -4.5134 0.2630 -0.6165 0.15 0.05 -0.11 0.10
```
Positions in Å, forces in eV/Å.

Below is a 2-piece molecular cluster, C2H5Br overall in a non-equilibrium geometry, with properties calculated with ωB97M-V with the def2-TZVPD basis set.

LUMO = 0.8 eV
Gap between HOMO and LUMO = 11.05 eV
Energy relative to the best compared isomer or geometry (same formula, charge and spin) = 0.6940 eV
HOMO level = -0.376 Ha
SMILES = C=C.Br

Structure (XYZ):
```
8
Properties=species:S:1:pos:R:3:forces:R:3:lowdin_charge:R:1
C -0.8118 -0.3536 0.7072 -0.87 -1.37 1.32 -0.09
C -1.6681 0.2301 -0.0970 -0.70 -0.32 -0.53 -0.09
H -0.0356 0.2784 1.0459 1.27 0.01 0.38 0.02
H -0.9985 -1.3576 1.2246 0.38 1.59 -1.00 0.08
H -2.5926 -0.2288 -0.3953 -0.23 -0.28 -0.18 0.04
H -1.4905 1.2014 -0.5167 0.16 0.38 0.01 0.04
Br 3.3423 -0.2404 -0.5750 -0.03 -0.01 0.01 0.30
H 4.2549 0.4705 -1.3938 0.02 0.01 -0.01 -0.30
```
Positions in Å, forces in eV/Å.

Below is a 2-piece molecular cluster, C2H5Br2N3 overall in a non-equilibrium geometry, with properties calculated with ωB97M-V with the def2-TZVPD basis set.

LUMO (spin up / spin down) = 0.2 / -0.5 eV
Gap between HOMO and LUMO (spin up / spin down) = 7.74 / 6.46 eV
Energy relative to the best compared isomer or geometry (same formula, charge and spin) = 2.1081 eV
HOMO level (spin up / spin down) = -0.277 / -0.255 Ha

Structure (XYZ):
```
12
Properties=species:S:1:pos:R:3:forces:R:3:lowdin_charge:R:1
C 0.5604 1.6950 0.4446 -1.55 -1.85 0.31 -0.76
C -0.9351 -0.5059 0.7617 1.30 1.12 -0.52 -0.62
N 1.6797 1.3556 0.1039 0.77 -0.31 -0.19 -0.02
N -0.0380 -1.7214 -1.1287 -0.08 -0.10 -0.47 0.00
N -0.0613 -1.3957 0.2258 -0.33 0.38 0.32 -0.18
Br -0.2869 3.4390 0.5337 0.07 0.58 -0.06 0.48
Br -2.5239 -0.1151 -0.1209 0.00 -0.07 0.11 0.74
H -0.9212 -0.3560 1.8265 -0.01 -0.04 0.06 0.05
H 2.4369 1.9735 -0.1791 -0.18 0.28 0.04 0.05
H 0.1790 -0.9071 -1.7076 -0.10 0.01 0.27 0.08
H -0.9552 -2.0734 -1.3995 0.31 0.07 0.12 0.06
H 0.8656 -1.3886 0.6395 -0.20 -0.08 0.00 0.13
```
Positions in Å, forces in eV/Å.

no.,E_tot (eV)
1,-34642.0660
2,-34643.1237
3,-10011.4520
4,-31660.2631
5,-69553.8467
6,-31972.3430
7,-72196.4278
8,-146706.1103